1.
DFT (ωB97M-V/def2-TZVPD) results for C27H49FIrN2OSi3Te as an isolated structure.

Each line ends with the Löwdin spin population.
Cartesian coordinates (Å):
Ir (-0.57, -0.77, -0.21)  0.48
C (-0.59, -4.37, -1.48)  0.00
C (-1.78, -3.48, -1.67)  0.00
C (-2.95, -3.93, -2.23)  0.02
C (-4.04, -3.05, -2.34)  0.00
C (-3.96, -1.76, -1.90)  0.02
C (-2.75, -1.35, -1.33)  0.00
N (-1.69, -2.19, -1.27)  0.01
N (-2.41, -0.19, -0.74)  0.09
Si (-3.49, 1.11, -0.16)  0.01
C (-4.28, 1.97, -1.59)  0.00
C (-4.72, 0.34, 1.00)  0.01
C (-2.39, 2.28, 0.76)  0.00
H (-0.77, -5.05, -0.65)  0.00
H (0.31, -3.79, -1.25)  0.00
H (-0.41, -4.98, -2.36)  0.00
H (-3.02, -4.95, -2.56)  0.00
H (-4.96, -3.41, -2.79)  0.00
H (-4.79, -1.07, -1.96)  0.00
H (-4.92, 1.31, -2.19)  0.00
H (-3.53, 2.40, -2.26)  0.00
H (-4.91, 2.78, -1.22)  0.00
H (-5.47, -0.25, 0.46)  0.00
H (-5.25, 1.11, 1.56)  0.00
H (-4.23, -0.32, 1.72)  0.00
H (-1.57, 2.60, 0.13)  0.00
H (-1.98, 1.84, 1.68)  0.00
H (-2.95, 3.18, 1.06)  0.00
F (2.24, -1.84, 5.82)  0.02
C (1.39, -1.78, 4.81)  0.05
C (0.79, -0.56, 4.51)  0.00
C (-0.09, -0.51, 3.46)  0.04
C (-0.39, -1.67, 2.71)  0.03
C (-1.35, -1.61, 1.66)  0.12
C (0.24, -2.89, 3.05)  0.03
C (1.13, -2.95, 4.10)  0.00
H (1.02, 0.31, 5.12)  0.00
H (-0.59, 0.42, 3.23)  0.00
H (-1.77, -2.54, 1.30)  0.00
H (-2.05, -0.77, 1.71)  0.02
H (-0.01, -3.79, 2.50)  0.00
H (1.60, -3.87, 4.39)  0.00
C (-1.08, -0.41, -3.84)  0.00
C (0.26, -0.78, -3.29)  0.01
C (1.27, -1.35, -4.22)  0.00
O (0.56, -0.61, -2.10)  0.03
H (-0.95, 0.15, -4.77)  0.00
H (-1.66, 0.16, -3.13)  0.00
H (-1.61, -1.33, -4.10)  0.00
H (1.53, -0.61, -4.98)  0.00
H (0.82, -2.20, -4.75)  0.00
H (2.17, -1.67, -3.70)  0.00
C (3.17, 4.10, 1.15)  0.00
Si (1.52, 4.52, 0.38)  0.00
C (1.64, 5.96, -0.77)  0.00
C (0.23, 4.72, 1.71)  0.00
C (0.95, 3.00, -0.66)  0.00
Te (1.07, 1.23, 0.51)  0.00
C (2.85, 0.51, -0.37)  0.00
Si (3.42, -1.08, 0.48)  0.00
C (5.02, -1.62, -0.29)  0.00
C (3.61, -0.71, 2.29)  0.00
C (1.98, -2.26, 0.18)  0.00
H (3.47, 4.91, 1.82)  0.00
H (3.95, 4.01, 0.39)  0.00
H (3.14, 3.18, 1.74)  0.00
H (1.93, 6.85, -0.21)  0.00
H (0.69, 6.17, -1.26)  0.00
H (2.39, 5.79, -1.54)  0.00
H (0.57, 5.41, 2.48)  0.00
H (0.00, 3.76, 2.20)  0.00
H (-0.71, 5.12, 1.31)  0.00
H (1.59, 2.84, -1.53)  0.00
H (-0.07, 3.16, -1.00)  0.00
H (3.59, 1.31, -0.30)  0.00
H (2.61, 0.33, -1.41)  0.00
H (5.77, -0.84, -0.14)  0.00
H (4.92, -1.79, -1.37)  0.00
H (5.39, -2.54, 0.16)  0.00
H (4.40, 0.03, 2.44)  0.00
H (3.88, -1.61, 2.86)  0.00
H (2.69, -0.31, 2.71)  0.00
H (1.85, -2.43, -0.89)  0.00
H (1.03, -1.82, 0.59)  0.00
H (2.09, -3.22, 0.67)  0.00

Summary:
Multiplicity: 2
Frontier orbital gap (spin up / spin down), eV: 7.4 / 5.0
Strongest force on any atom, eV/A: 1.670
Total charge: +2
<S²>: 0.78
ΔE to the lowest compared entry with this formula, charge and spin, eV: 0.8605



2.
DFT (ωB97M-V/def2-TZVPD) results for C18H26N2O4 as an isolated structure.

Each line ends with the natural charge from an NBO analysis.
Cartesian coordinates (Å):
C (-3.01, -2.90, 1.45)  -0.25
H (-3.67, -2.00, 1.51)  0.17
H (-3.10, -3.46, 0.49)  0.18
H (-3.58, -3.57, 2.17)  0.18
O (-1.93, -2.48, 1.98)  -0.52
C (-0.94, -1.81, 1.08)  0.82
O (-1.13, -1.37, -0.03)  -0.58
C (0.25, -1.66, 1.68)  -0.21
N (0.65, -0.28, 1.36)  -0.63
C (-0.21, 0.70, 1.62)  0.66
O (-1.22, 0.37, 2.01)  -0.61
C (0.08, 1.94, 0.68)  -0.04
N (-0.20, 1.83, -0.48)  -0.70
C (0.83, 0.93, -1.38)  0.76
O (1.79, 0.74, -0.97)  -0.50
C (0.44, 0.79, -2.77)  -0.14
C (1.20, 1.10, -3.70)  -0.21
C (0.80, 0.77, -5.10)  -0.14
C (-0.61, 0.03, -5.28)  -0.18
C (-1.24, -0.14, -4.28)  -0.26
C (-1.03, 0.20, -2.99)  -0.10
H (-1.40, -0.12, -2.25)  0.18
H (-2.28, -0.65, -4.46)  0.20
H (-0.70, -0.06, -6.39)  0.23
H (1.13, 0.77, -6.04)  0.20
H (2.12, 1.33, -3.57)  0.21
H (-1.05, 1.92, -0.79)  0.38
C (-0.65, 3.03, 1.25)  -0.23
C (-0.17, 3.54, 2.71)  -0.62
H (0.85, 3.70, 2.92)  0.21
H (-0.59, 2.52, 3.34)  0.20
H (-0.96, 4.38, 3.09)  0.22
C (-0.29, 4.35, 0.44)  -0.62
H (-0.91, 5.38, 0.80)  0.21
H (0.75, 4.73, 0.50)  0.21
H (-0.51, 4.02, -0.68)  0.20
H (-1.86, 2.93, 1.24)  0.23
H (1.52, 2.13, 0.91)  0.12
H (1.49, -0.16, 0.71)  0.43
H (0.37, -1.85, 2.64)  0.22
C (1.59, -2.59, 1.26)  -0.10
C (1.21, -4.07, 1.12)  -0.54
H (0.75, -4.22, 2.23)  0.17
H (0.12, -4.10, 0.67)  0.20
H (1.69, -4.74, 0.81)  0.17
C (2.74, -2.44, 2.05)  -0.63
H (3.56, -3.01, 1.57)  0.23
H (3.12, -1.33, 2.01)  0.22
H (2.54, -2.78, 2.91)  0.20
H (1.63, -2.36, -0.06)  0.18

Summary:
Multiplicity: 1
Frontier orbital gap, eV: 8.0
Strongest force on any atom, eV/A: 19.222
ΔE to the lowest compared entry with this formula, charge and spin, eV: 19.8293



3.
DFT (ωB97M-V/def2-TZVPD) results for a 3-piece molecular cluster, C24H56IN2O4S2Si overall.

Each line ends with the Löwdin charge.
Cartesian coordinates (Å):
C (-2.78, -4.89, -2.34)  -0.08
C (-3.89, -3.88, -2.60)  -0.25
N (-3.46, -2.55, -3.02)  0.00
C (-2.62, -1.64, -2.26)  -0.22
C (-1.13, -2.03, -2.38)  -0.25
C (-0.29, -1.10, -3.24)  -0.11
C (1.15, -1.58, -3.42)  -0.26
O (1.94, -1.20, -2.31)  -0.29
Si (2.83, 0.23, -2.20)  0.43
C (3.28, 0.90, -3.89)  -0.14
C (1.85, 1.52, -1.27)  -0.14
C (4.37, -0.21, -1.26)  -0.15
N (-0.60, -2.11, -0.95)  -0.36
I (0.73, -3.69, -0.54)  1.15
C (-1.78, -2.13, -0.03)  -0.14
C (-2.85, -1.30, -0.73)  -0.36
C (-2.50, 0.19, -0.54)  -0.11
C (-2.42, 0.66, 0.92)  -0.13
C (-1.00, 0.89, 1.42)  -0.19
O (-0.63, -0.18, 2.30)  -0.21
C (0.74, -0.54, 2.22)  -0.10
C (-4.24, -1.62, -0.18)  -0.12
C (-5.42, -0.97, -0.92)  -0.16
C (-5.98, 0.31, -0.29)  -0.43
C (-7.12, 0.85, -1.17)  -0.07
C (-6.48, 0.08, 1.13)  -0.07
H (-2.06, -4.57, -1.59)  0.01
H (-3.22, -5.81, -1.96)  0.09
H (-2.25, -5.13, -3.26)  0.09
H (-4.49, -4.26, -3.42)  0.12
H (-4.57, -3.86, -1.73)  0.09
H (-4.23, -2.05, -3.44)  0.11
H (-2.74, -0.68, -2.78)  0.15
H (-1.05, -3.03, -2.80)  0.11
H (-0.29, -0.08, -2.84)  0.11
H (-0.80, -1.05, -4.21)  0.14
H (1.58, -1.24, -4.36)  0.11
H (1.14, -2.67, -3.46)  0.10
H (3.23, 1.99, -3.84)  0.04
H (2.64, 0.60, -4.72)  0.02
H (4.31, 0.64, -4.14)  0.04
H (0.77, 1.37, -1.37)  0.00
H (2.06, 2.51, -1.68)  0.04
H (2.10, 1.55, -0.20)  0.02
H (4.99, -0.87, -1.86)  0.04
H (4.13, -0.72, -0.33)  0.04
H (4.95, 0.69, -1.03)  0.04
H (0.00, -1.29, -0.78)  0.09
H (-2.10, -3.17, 0.08)  0.11
H (-1.48, -1.77, 0.96)  0.12
H (-1.53, 0.39, -1.02)  0.10
H (-3.22, 0.79, -1.11)  0.12
H (-3.02, 1.57, 1.06)  0.12
H (-2.86, -0.08, 1.59)  0.11
H (-0.30, 0.90, 0.58)  0.09
H (-0.89, 1.84, 1.95)  0.13
H (1.35, 0.27, 1.82)  0.06
H (1.10, -0.76, 3.22)  0.09
H (0.87, -1.46, 1.63)  0.04
H (-4.36, -2.70, -0.13)  0.11
H (-4.28, -1.29, 0.86)  0.10
H (-6.24, -1.69, -0.95)  0.13
H (-5.15, -0.76, -1.96)  0.10
H (-5.21, 1.09, -0.25)  0.12
H (-8.08, 0.44, -0.85)  0.08
H (-7.19, 1.94, -1.10)  0.08
H (-6.99, 0.59, -2.22)  0.07
H (-7.14, -0.80, 1.17)  0.09
H (-7.04, 0.95, 1.49)  0.09
H (-5.67, -0.09, 1.84)  0.07
C (3.78, 3.46, 4.55)  -0.26
S (3.08, 1.96, 3.88)  0.81
O (2.75, 2.20, 2.44)  -0.57
C (1.51, 2.09, 4.75)  -0.26
H (4.76, 3.57, 4.09)  0.01
H (3.13, 4.30, 4.30)  0.06
H (3.89, 3.35, 5.63)  0.06
H (1.03, 3.04, 4.49)  0.06
H (1.68, 2.04, 5.83)  0.06
H (0.88, 1.26, 4.44)  0.03
C (8.28, 4.38, 2.97)  -0.27
S (7.67, 2.77, 2.48)  0.82
O (6.59, 2.41, 3.44)  -0.57
C (9.12, 1.84, 2.98)  -0.27
H (7.49, 5.10, 2.78)  0.05
H (8.52, 4.36, 4.04)  0.06
H (9.16, 4.64, 2.38)  0.06
H (9.30, 2.00, 4.05)  0.06
H (9.98, 2.16, 2.39)  0.06
H (8.91, 0.79, 2.80)  0.05

Summary:
Multiplicity: 1
Frontier orbital gap, eV: 6.3
Strongest force on any atom, eV/A: 0.324
Total charge: +1



4.
DFT (ωB97M-V/def2-TZVPD) results for an isolated molecule of CH2NO3PS.

Each line ends with the natural charge from an NBO analysis.
Cartesian coordinates (Å):
N (-4.31, 1.59, -0.22)  -0.24
C (-3.99, 0.49, -0.08)  -0.04
S (-3.54, -1.11, 0.11)  0.60
O (-1.61, -0.73, 0.31)  -0.91
P (-0.87, 0.46, -0.58)  1.56
O (-0.54, 1.50, 0.58)  -0.99
O (0.57, -0.31, -0.59)  -0.99
H (-0.06, 1.08, 1.31)  0.50
H (0.64, -1.02, -1.21)  0.50

Summary:
Multiplicity: 1
Frontier orbital gap, eV: 7.9
Strongest force on any atom, eV/A: 4.001
ΔE to the lowest compared entry with this formula, charge and spin, eV: 2.3749
Structure (SMILES): N#CSOP(O)O



5.
DFT (ωB97M-V/def2-TZVPD) results for a 4-piece molecular cluster, C18H38I2O9P overall.

Each line ends with the natural charge from an NBO analysis.
Cartesian coordinates (Å):
C (-1.69, -2.87, 2.88)  -0.65
C (-0.55, -2.18, 2.13)  -0.33
I (1.07, -3.52, 1.70)  0.17
C (0.06, -1.01, 2.93)  -0.75
P (-0.95, 0.51, 3.04)  1.07
C (-2.45, 0.54, 2.05)  -0.73
C (-3.73, 0.22, 2.88)  -0.43
C (-4.78, -0.54, 2.06)  -0.54
I (-5.78, -2.02, 3.19)  0.13
H (-2.23, -2.17, 3.53)  0.20
H (-2.42, -3.30, 2.18)  0.25
H (-1.34, -3.69, 3.52)  0.25
H (-0.88, -1.87, 1.14)  0.22
H (1.01, -0.66, 2.54)  0.29
H (0.25, -1.34, 3.96)  0.28
H (-0.14, 1.59, 2.72)  0.08
H (-1.32, 0.72, 4.37)  0.04
H (-2.30, -0.18, 1.24)  0.26
H (-2.49, 1.53, 1.59)  0.28
H (-4.14, 1.15, 3.26)  0.24
H (-3.46, -0.38, 3.76)  0.22
H (-5.57, 0.12, 1.69)  0.24
H (-4.35, -1.06, 1.20)  0.22
C (-0.42, -10.51, 1.90)  -0.64
C (0.40, -10.13, 3.11)  -0.07
O (1.70, -9.63, 2.73)  -0.49
C (1.74, -8.37, 2.35)  0.98
O (0.83, -7.58, 2.36)  -0.67
O (3.00, -8.07, 2.01)  -0.49
C (3.19, -6.71, 1.62)  -0.26
H (0.11, -11.23, 1.29)  0.22
H (-1.36, -10.96, 2.23)  0.22
H (-0.65, -9.63, 1.30)  0.22
H (0.63, -11.00, 3.73)  0.20
H (-0.10, -9.37, 3.72)  0.20
H (2.81, -6.04, 2.40)  0.18
H (2.66, -6.51, 0.68)  0.19
H (4.26, -6.58, 1.49)  0.20
C (0.43, 5.21, -1.04)  -0.64
C (1.41, 4.65, -0.05)  -0.07
O (0.98, 3.34, 0.43)  -0.51
C (1.23, 2.32, -0.38)  0.98
O (1.81, 2.34, -1.43)  -0.61
O (0.78, 1.20, 0.22)  -0.55
C (1.00, -0.02, -0.51)  -0.25
H (-0.57, 5.27, -0.61)  0.21
H (0.74, 6.22, -1.31)  0.24
H (0.40, 4.62, -1.95)  0.23
H (1.46, 5.24, 0.86)  0.20
H (2.40, 4.54, -0.47)  0.21
H (2.04, -0.16, -0.78)  0.22
H (0.38, -0.05, -1.40)  0.20
H (0.71, -0.78, 0.21)  0.17
C (0.48, 9.58, -5.88)  -0.64
C (1.50, 8.88, -5.02)  -0.07
O (1.03, 7.58, -4.58)  -0.50
C (1.15, 6.61, -5.48)  0.98
O (1.65, 6.70, -6.57)  -0.64
O (0.64, 5.49, -4.96)  -0.51
C (0.72, 4.34, -5.81)  -0.26
H (-0.47, 9.67, -5.36)  0.21
H (0.83, 10.58, -6.12)  0.22
H (0.33, 9.04, -6.82)  0.23
H (1.67, 9.41, -4.09)  0.19
H (2.44, 8.74, -5.54)  0.20
H (1.74, 4.19, -6.15)  0.20
H (0.07, 4.47, -6.68)  0.19
H (0.39, 3.51, -5.21)  0.19

Summary:
Multiplicity: 1
Frontier orbital gap, eV: 9.4
Strongest force on any atom, eV/A: 0.459
Total charge: +1
ΔE to the lowest compared entry with this formula, charge and spin, eV: 0.0000